Density functional theory data (the ωB97M-V functional and the def2-TZVPD basis) for a single C20H18N4O7S2 molecule at a distorted geometry.

Geometry (Å):
C -3.23783 3.24514 2.41689
C -2.68871 2.17597 1.50451
O -1.71747 1.50140 1.78070
N -3.39240 2.05378 0.34446
C -3.16573 1.18227 -0.72502
C -2.35444 0.05421 -0.61100
C -2.14036 -0.74721 -1.71754
C -2.72769 -0.42290 -2.92439
C -3.55933 0.67213 -3.04641
C -3.79245 1.46770 -1.94083
H -4.44276 2.32705 -2.02116
H -4.00388 0.88507 -4.00531
S -2.21496 -1.29530 -4.39373
O -1.70800 -2.58123 -4.03569
O -3.18966 -1.19067 -5.42581
O -0.98250 -0.33108 -4.84782
C -0.06329 -0.09710 -3.84566
C 0.82580 -1.08609 -3.44129
C 1.63057 -0.87017 -2.34015
C 1.54506 0.32300 -1.61932
C 0.69149 1.32937 -2.07540
C -0.10172 1.12665 -3.18420
H -0.77917 1.89104 -3.53303
H 0.63819 2.26594 -1.54035
C 2.24860 0.51125 -0.36954
N 3.17546 -0.27100 0.01958
N 3.81035 -0.04134 1.15184
C 3.53522 -0.50515 2.28451
N 4.26277 -0.18483 3.40788
C 3.75956 -0.50370 4.62739
O 4.24424 -0.18377 5.68220
C 2.48596 -1.33480 4.49947
C 1.29227 -0.59217 5.11018
C 0.78833 0.46262 4.13238
O 1.49359 1.27684 3.59460
O -0.51106 0.34776 3.93456
H -0.84330 0.92562 3.20566
H 1.61893 -0.10795 6.03403
H 0.47513 -1.27920 5.32731
H 2.62902 -2.29143 5.00705
S 2.23485 -1.64652 2.72053
H 5.04117 0.45446 3.32322
H 1.91255 1.34425 0.25421
H 2.30940 -1.63368 -1.99477
H 0.83975 -2.02509 -3.97092
H -1.51354 -1.62198 -1.65830
H -1.88011 -0.17783 0.32706
H -4.13088 2.72757 0.19045
H -3.21647 4.21354 1.92127
H -4.26605 3.01382 2.68733
H -2.63616 3.29706 3.31981

The HOMO-LUMO gap is 8.696 eV. The total energy is -2315.06266 Ha. The multiplicity is 1. The SMILES is CC(=O)Nc1ccc(S(=O)(=O)Oc2ccc(/C=N/N=C3/NC(=O)[C@@H](CC(=O)O)S3)cc2)cc1. The HOMO energy comes out at -8.6 eV. The lowest unoccupied orbital energy comes out at 0.0019 Ha.



Density functional theory data (the ωB97M-V functional and the def2-TZVPD basis) for a single CO4 molecule at a distorted geometry.

Geometry (Å):
C 0.22167 -0.10219 -0.19955
O 0.34354 0.08713 -1.48984
O 1.42931 -0.46747 -0.62167
O -0.38138 0.05112 0.87637
O -1.61314 0.43141 1.43469

The HOMO-LUMO gap (spin up / spin down) is 5.721 / 5.467 eV. The total energy is -338.60928 Ha. The multiplicity is 3. The HOMO energy (spin up / spin down) comes out at -6.8 / -9.9 eV. As for the energy above the lowest of the compared OMol25 structures with the same formula, charge and spin: 270.3 kJ/mol. Its expectation value of S² is 2.010. The lowest unoccupied orbital energy (spin up / spin down) comes out at -0.0394 / -0.1622 Ha.



Density functional theory data (the ωB97M-V functional and the def2-TZVPD basis) for a molecular structure, C49H60AsKNO4Si3.

Geometry (Å):
K -0.18170 -0.05415 -0.00187
C 1.19613 -3.18410 1.73450
C 2.15910 -2.91357 0.77139
C 1.90476 -3.19414 -0.56129
C 0.67826 -3.72531 -0.94503
C -0.28655 -3.99310 0.01740
C -0.02095 -3.73370 1.35720
H 1.39093 -2.94160 2.77206
H 3.09379 -2.45221 1.06430
H 2.65385 -2.96754 -1.31211
H 0.47706 -3.90785 -1.99503
H -1.25200 -4.38894 -0.27481
H -0.77033 -3.94215 2.10953
O 0.84715 0.12762 2.31926
C 2.01349 0.92963 2.53099
C 2.70453 1.20321 1.12793
O 3.67770 1.96102 1.19873
O 2.22223 0.60819 0.13529
C 2.95760 0.12384 3.42618
C 4.12590 -0.46117 2.95319
C 4.88996 -1.28137 3.77530
C 4.49897 -1.52582 5.08324
C 3.33763 -0.93742 5.56938
C 2.58031 -0.11913 4.74667
C 1.64348 2.26526 3.15468
C 2.61197 3.05091 3.77601
C 2.28218 4.28399 4.31279
C 0.97614 4.75828 4.23649
C 0.01065 3.98838 3.61038
C 0.34322 2.75087 3.07029
H 0.29601 0.13845 3.11225
H 4.44806 -0.25485 1.94015
H 5.79810 -1.72905 3.38998
H 5.09573 -2.16581 5.72133
H 3.02411 -1.11360 6.59114
H 1.68082 0.34768 5.13668
H 3.63144 2.69067 3.81223
H 3.04763 4.88378 4.79032
H 0.72039 5.72310 4.65713
H -1.00925 4.34643 3.52839
H -0.42391 2.17483 2.56554
C -2.93851 -2.20994 -2.01056
O -2.59109 -1.34981 -0.95314
Si -3.56246 -1.19516 0.42993
C -3.67979 -2.92363 1.18883
C -5.33821 -0.98083 -0.22043
C -2.97381 0.12016 1.50602
Si -3.09228 -0.20172 3.28107
C -2.40172 1.11289 4.46117
C -4.86957 -0.46283 3.89459
C -2.11705 -1.73506 3.84260
Si -3.01131 1.73214 0.70035
C -3.85292 1.88273 -1.04948
C -3.91467 3.09017 1.70960
C -0.77483 3.65218 -0.17005
H -3.62725 -1.72132 -2.71082
H -3.41694 -3.13304 -1.66294
H -2.03288 -2.48804 -2.55467
H -4.05762 -3.62542 0.43755
H -4.39564 -2.92641 2.01640
H -2.73153 -3.30603 1.56336
H -5.68206 -1.87000 -0.76138
H -5.49409 -0.11521 -0.86691
H -5.98848 -0.85716 0.65218
H -2.71194 2.14293 4.28625
H -1.30821 1.10121 4.48601
H -2.74066 0.83636 5.46625
H -5.43367 0.46887 3.77947
H -4.90474 -0.75128 4.95061
H -5.38712 -1.23348 3.31567
H -1.21392 -1.85973 3.23614
H -2.68896 -2.66369 3.77882
H -1.80666 -1.60875 4.88572
H -4.85282 2.29692 -1.18683
H -3.71684 1.01174 -1.68793
H -2.48383 2.85820 -2.37953
H -4.99794 2.93674 1.65110
H -3.70016 4.09416 1.32152
H -3.65503 3.08421 2.76871
H 0.01601 3.38050 0.53116
H -1.26714 4.56034 0.24332
H -0.26211 3.97426 -1.09022
N -2.78464 2.89072 -1.40388
C -1.70831 2.49482 -0.40198
H -3.14448 3.84181 -1.23757
C 1.08845 -4.37435 -5.73094
C -0.04935 -3.61483 -5.48762
C 0.04501 -2.43628 -4.76217
C 1.27509 -1.98858 -4.28031
C 2.40951 -2.75385 -4.53465
C 2.31659 -3.94008 -5.25203
As 1.31542 -0.43499 -3.08632
C 3.19168 0.04594 -3.30133
C 4.05002 -0.19394 -2.23277
C 5.40168 0.10751 -2.34259
C 5.90103 0.65828 -3.51223
C 5.04505 0.91920 -4.57654
C 3.69617 0.61621 -4.46904
C 0.48447 0.91097 -4.23872
C 0.34801 0.80981 -5.61969
C -0.24882 1.83102 -6.34874
C -0.70436 2.97289 -5.70316
C -0.56903 3.08386 -4.32483
C 0.00855 2.05368 -3.59375
H 1.01672 -5.29915 -6.28948
H -1.01296 -3.94410 -5.85728
H -0.84919 -1.85310 -4.56898
H 3.37411 -2.41771 -4.17230
H 3.20803 -4.52664 -5.43785
H 3.64222 -0.55042 -1.29471
H 6.05883 -0.05804 -1.49828
H 6.95260 0.90633 -3.58862
H 5.42717 1.36747 -5.48566
H 3.03231 0.83017 -5.29772
H 0.70857 -0.07484 -6.13171
H -0.35211 1.73778 -7.42296
H -1.16051 3.77422 -6.27118
H -0.90389 3.98239 -3.81842
H 0.07622 2.13812 -2.51167

The HOMO-LUMO gap is 5.898 eV. The total energy is -5963.24429 Ha. The net charge is -1. The multiplicity is 1. The HOMO energy comes out at -3.9 eV. As for the energy above the lowest of the compared OMol25 structures with the same formula, charge and spin: 22.3 kJ/mol. The lowest unoccupied orbital energy comes out at 0.0753 Ha.



Density functional theory data (the ωB97M-V functional and the def2-TZVPD basis) for a molecular structure, C26H41N7O2SW at a distorted geometry.

Geometry (Å):
W 0.15989 0.58471 -0.08115
C 2.01381 0.00568 -2.69772
N 1.55293 1.15497 -1.81979
C 2.81767 1.72238 -1.11300
C 3.60113 0.65190 -0.30778
C 2.90599 -0.45110 0.46442
N 1.75082 0.05142 1.24809
C 1.71628 0.30392 2.52225
C 0.53210 0.57773 3.32580
C 0.69139 1.00635 4.67389
C -0.37303 1.24390 5.47155
C -1.67866 1.08600 4.99920
C -1.87747 0.76282 3.67101
C -0.78784 0.60182 2.74836
O -1.08561 0.47253 1.48823
C 1.00881 2.21503 -2.66102
C -0.22801 1.80138 -3.44834
C -1.50449 1.24349 -2.71098
N -1.39789 1.52333 -1.24438
C -2.24925 2.36963 -0.73625
C -2.01234 3.13289 0.45628
C -3.04577 3.85345 1.06918
C -2.82743 4.47589 2.27443
C -1.53881 4.54296 2.77036
C -0.51845 3.97298 2.06171
C -0.72927 3.12165 1.00583
O 0.31901 2.43534 0.51100
H 2.82158 0.44289 -3.32984
H 1.26671 -0.43290 -3.29811
H 2.44617 -0.82790 -2.16277
H 2.45299 2.59134 -0.54384
H 3.49782 2.10145 -1.91383
H 4.11938 1.20234 0.43565
H 4.39236 0.17101 -0.89175
H 3.67999 -0.90596 1.11256
H 2.44022 -1.20470 -0.23776
H 2.72852 0.19727 3.03888
H 1.71909 1.07467 5.02222
H -0.32892 1.61180 6.47400
H -2.53692 1.21453 5.64816
H -2.89622 0.71271 3.24462
H 1.71741 2.63864 -3.41413
H 0.79221 3.08112 -2.04812
H 0.19585 1.09848 -4.15134
H -0.45197 2.66117 -4.04165
H -1.56334 0.19048 -2.93754
H -2.28014 1.79506 -3.14836
H -3.07845 2.67914 -1.36754
H -4.04369 3.92969 0.64533
H -3.71169 4.79849 2.76148
H -1.27979 5.11780 3.68659
H 0.51049 4.12530 2.37102
C -1.67836 -2.79740 1.51281
C -1.64130 -2.44072 0.02472
C -2.86331 -1.65204 -0.36222
C -1.54797 -3.64581 -0.89394
N -0.35114 -1.64241 -0.18211
N -0.09234 -1.21875 -1.49847
H -2.46085 -3.47771 1.72746
H -1.66299 -1.92254 2.15967
H -0.71144 -3.23357 1.76111
H -3.69122 -2.28392 -0.39035
H -2.73830 -1.13097 -1.29224
H -2.96615 -0.85475 0.37780
H -2.51828 -4.13279 -0.96315
H -0.83415 -4.32758 -0.52194
H -1.29520 -3.26122 -1.86243
H 0.42594 -2.21169 0.14309
H -0.92033 -1.21183 -2.09706
H 0.62533 -1.79354 -1.96861
N 2.94093 -5.80467 -2.06963
C 2.10369 -4.77961 -2.31601
N 1.17103 -4.98689 -3.25783
S 2.26158 -3.37241 -1.34879
H 3.07089 -6.61133 -2.70055
H 3.59769 -5.74158 -1.34320
H 1.23529 -5.80398 -3.86487
H 0.71578 -4.18724 -3.66840

The HOMO-LUMO gap (spin up / spin down) is 7.819 / 7.201 eV. The total energy is -2013.92817 Ha. The net charge is +2. The multiplicity is 3. The HOMO energy (spin up / spin down) comes out at -13.1 / -13.3 eV. As for the energy above the lowest of the compared OMol25 structures with the same formula, charge and spin: 78.7 kJ/mol. Its expectation value of S² is 2.015. The lowest unoccupied orbital energy (spin up / spin down) comes out at -0.1931 / -0.2230 Ha.



Density functional theory data (the ωB97M-V functional and the def2-TZVPD basis) for 2 unconnected molecules or ions with the total composition C2H4NOP at a distorted geometry.

Geometry (Å):
C 1.10969 -0.02724 0.20468
C 2.30359 0.46080 0.06375
N -0.03853 -0.44221 0.21041
O -3.25227 0.99150 -0.08807
P -2.89471 -0.42051 -0.01296
H 3.05750 -0.09971 -0.45530
H 2.59417 1.37638 0.54249
H -0.33614 -1.08067 0.94016
H -2.54331 -0.75833 -1.40517

The HOMO-LUMO gap is 8.997 eV. The total energy is -549.87358 Ha. The multiplicity is 1. The SMILES is C=C=N.O=P. The HOMO energy comes out at -9.4 eV. As for the energy above the lowest of the compared OMol25 structures with the same formula, charge and spin: 176.0 kJ/mol. The lowest unoccupied orbital energy comes out at -0.0137 Ha.



Density functional theory data (the ωB97M-V functional and the def2-TZVPD basis) for a single C5H11NO2 molecule at a distorted geometry.

Geometry (Å):
C -1.80915 0.35496 0.00370
C 0.20682 1.39986 1.13026
C -0.33174 0.26276 0.29246
C 0.17488 -1.09183 0.67910
H -0.21319 1.33680 2.13560
H -2.09239 -0.37285 -0.75391
H -2.36867 0.13798 0.91568
H -2.07214 1.35290 -0.34437
H -0.06353 2.35887 0.69185
H 1.29017 1.35217 1.21673
H -0.46714 -1.88832 0.30766
H 0.41698 -1.17615 1.73513
N 0.55444 0.29838 -1.18974
C 1.53717 -1.12135 -0.18163
O -0.09537 -0.47241 -2.19404
O 1.78723 -2.03878 -0.95334
H 0.44756 -1.28665 -2.24166
H 0.76420 1.19337 -1.62879
H 2.33387 -0.59971 0.37931

The HOMO-LUMO gap is 9.681 eV. The total energy is -402.24729 Ha. The multiplicity is 1. The SMILES is CC(C)(CC=O)NO. The HOMO energy comes out at -8.9 eV. As for the energy above the lowest of the compared OMol25 structures with the same formula, charge and spin: 343.5 kJ/mol. The lowest unoccupied orbital energy comes out at 0.0282 Ha.



Density functional theory data (the ωB97M-V functional and the def2-TZVPD basis) for a molecular structure, C29H33BBrIN9OPbS at a distorted geometry.

Geometry (Å):
Pb 0.04781 0.16327 0.00150
C -1.15273 1.13854 3.41253
C -1.08611 2.25185 2.42257
C -1.37245 3.60311 2.62444
C -1.13453 4.21989 1.41076
C -1.27164 5.66235 1.05771
N -0.72809 3.27890 0.53795
N -0.70142 2.06921 1.16195
B -0.22980 3.48361 -0.91318
N -1.07833 2.60070 -1.86507
N -1.10782 1.25158 -1.71683
C -1.95206 0.75249 -2.62096
C -2.21726 -0.71248 -2.72714
C -2.47616 1.80171 -3.37552
C -1.90223 2.95536 -2.86484
C -2.10274 4.36955 -3.29424
N 1.27088 3.12107 -1.00527
N 1.78260 2.09315 -0.27707
C 3.10381 2.16216 -0.37823
C 3.98673 1.18718 0.33064
C 3.46529 3.25292 -1.18002
C 2.27291 3.84063 -1.55473
C 2.04357 5.02087 -2.43689
H -0.73884 1.46225 4.36717
H -0.59761 0.26266 3.07100
H -2.18605 0.83289 3.58086
H -1.71200 4.07091 3.53280
H -1.64047 6.21161 1.92120
H -1.97137 5.80600 0.23456
H -0.31464 6.09120 0.76037
H -0.37770 4.62542 -1.21879
H -1.93462 -1.23670 -1.81352
H -1.67193 -1.14733 -3.56593
H -3.27849 -0.89319 -2.89319
H -3.18649 1.73579 -4.18195
H -2.87965 4.41207 -4.05429
H -1.18809 4.78824 -3.71525
H -2.40182 5.00132 -2.45876
H 3.40267 0.57977 1.02412
H 4.75274 1.70764 0.90583
H 4.50410 0.53111 -0.37463
H 4.45734 3.58032 -1.44219
H 2.99855 5.46401 -2.71078
H 1.43879 5.78185 -1.94416
H 1.52930 4.72976 -3.35424
N 1.53204 -5.47343 2.46539
C 0.58523 -4.56622 2.44155
S 1.69269 -4.26540 0.56619
N -0.30883 -3.85090 2.55992
N -1.10489 -2.84035 2.20293
C -2.23629 -2.70940 2.84069
C -3.15930 -1.68197 2.52317
C -4.34531 -1.54843 3.27959
C -5.23455 -0.54316 3.01517
C -4.95479 0.35504 1.96172
C -3.81959 0.24522 1.19985
C -2.87963 -0.78313 1.45654
O -1.78920 -0.94722 0.79891
H 2.27698 -5.37452 1.78797
H 1.26636 -6.41231 2.72556
H -2.51000 -3.40601 3.63301
H -4.53737 -2.25329 4.08137
H -6.13949 -0.43791 3.59597
H -5.65702 1.15218 1.74959
H -3.60553 0.93945 0.39540
Br 2.52711 -1.45167 3.40376
C 4.24230 -2.06710 2.88745
C 5.24493 -2.10261 3.84367
C 6.51496 -2.53597 3.49108
C 6.79008 -2.93598 2.19234
C 5.78766 -2.90932 1.23500
C 4.51813 -2.47265 1.58643
I 3.03610 -2.44023 0.11355
H 5.03129 -1.78601 4.85497
H 7.29319 -2.55857 4.24185
H 7.78138 -3.27180 1.92137
H 5.98855 -3.23000 0.22170

The HOMO-LUMO gap is 6.673 eV. The total energy is -5180.26756 Ha. The net charge is +1. The multiplicity is 1. The HOMO energy comes out at -9.9 eV. As for the energy above the lowest of the compared OMol25 structures with the same formula, charge and spin: 412.5 kJ/mol. The lowest unoccupied orbital energy comes out at -0.1176 Ha.